Entry 1:
The following is a DFT calculation (ωB97M-V with the def2-TZVPD basis set) of C37H44Br2Ge2N4O2S2Tl as an isolated structure.

The geometry in ORCA input format:
```
! RIJCOSX wB97M-V def2-TZVPD def2/J DEFGRID3
* xyz -1 1
Tl 0.615 1.417 0.205
Br -3.669 2.053 -1.105
Br -2.073 -0.372 0.522
Ge 1.812 -2.176 0.610
Ge 1.223 -2.638 -1.730
S -0.958 3.357 1.497
S -0.850 0.561 -2.715
O -0.679 0.961 -9.487
O -2.865 0.905 -9.237
N -2.542 2.057 3.284
N -3.540 2.691 2.678
N -0.392 1.517 3.531
N 0.727 1.494 3.025
C -0.008 0.893 -5.323
C 2.238 -1.497 -2.960
C -3.711 0.341 -0.265
C 2.312 -5.544 -3.207
C -0.664 -3.032 -2.081
C 0.513 -2.370 2.087
C 2.653 -5.434 -1.858
C 4.012 1.221 4.666
C -1.478 0.831 -7.246
C 3.255 -0.933 1.126
C -4.790 2.796 3.284
C -5.694 3.741 2.798
C -1.603 0.902 -8.719
C 0.898 -3.459 3.094
C -2.551 0.645 -6.370
C 1.537 -0.035 4.806
C 2.579 -0.457 5.618
C -1.360 2.238 2.796
C 2.668 -2.102 -4.301
C 1.745 1.000 3.900
C -6.406 2.134 4.938
C 3.336 -6.504 -1.272
C 2.982 1.623 3.825
C 4.156 -1.499 2.229
C -0.203 0.953 -6.687
C -2.365 0.576 -5.003
C -7.303 3.088 4.471
C -0.951 -4.130 -3.113
C 3.818 0.170 5.554
C 3.318 -7.723 -3.351
C -6.936 3.888 3.396
C -5.158 1.980 4.354
C 2.619 -3.925 0.175
C -1.083 0.693 -4.424
C 2.639 -6.672 -3.949
C 3.665 -7.632 -2.007
C 2.284 -4.210 -1.098
H 3.576 -8.605 -3.924
H 4.193 -8.450 -1.529
H -5.408 4.364 1.958
H 3.110 2.443 3.129
H 0.561 -0.502 4.862
H 1.780 -4.727 -3.679
H -2.028 -4.304 -3.192
H 4.630 -0.159 6.190
H -0.593 -3.844 -4.106
H 0.632 1.098 -7.361
H -1.089 -3.301 -1.108
H -8.270 3.210 4.944
H 1.005 -4.426 2.598
H -3.215 0.429 -4.349
H -4.453 1.244 4.718
H 3.609 -1.598 3.170
H -0.482 -5.079 -2.843
H 4.963 1.737 4.630
H 4.542 -2.486 1.956
H 1.849 -3.229 3.583
H 0.989 1.000 -4.911
H -4.411 0.406 0.555
H 3.228 -4.598 0.787
H 3.294 -1.397 -4.853
H -1.117 -2.084 -2.382
H 2.359 -6.728 -4.994
H 5.011 -0.844 2.417
H -0.460 -2.592 1.639
H 0.137 -3.564 3.873
H -3.998 -0.386 -1.010
H 2.424 -1.271 6.316
H -6.678 1.503 5.777
H 2.822 0.014 1.449
H 0.409 -1.400 2.586
H 3.117 -1.186 -2.386
H 1.619 -0.610 -3.111
H 3.246 -3.020 -4.168
H 1.803 -2.330 -4.930
H -3.567 0.531 -6.739
H -7.615 4.647 3.028
H -3.506 0.889 -8.519
H -3.284 3.308 1.911
H 3.836 -0.724 0.223
H 3.610 -6.454 -0.225
*
```

Computed properties:
* E_tot: -12076.568679 Ha
* relative energy (zero: lowest compared OMol25 entry of this formula, charge and spin): 0.4043 eV
* LUMO level: 1.723 eV

Entry 2:
The following is a DFT calculation (ωB97M-V with the def2-TZVPD basis set) of C37H44FeN6O2S5Sb as an isolated structure.

The geometry in ORCA input format:
```
! RIJCOSX wB97M-V def2-TZVPD def2/J DEFGRID3
* xyz -1 1
Sb 2.751 0.427 1.756
Fe 0.752 1.426 0.550
S 4.752 1.556 2.099
S 0.835 1.352 2.946
S 3.374 -2.163 -2.416
S 2.977 -1.781 2.497
S 4.369 -0.500 -1.839
O 3.406 2.653 -5.720
O 6.424 4.086 0.478
N 1.829 3.127 0.457
N -1.059 2.229 0.471
N 3.054 -4.505 -1.245
N 1.225 1.415 -1.389
N -0.343 -0.240 0.501
N 4.326 -2.900 -0.092
C 3.744 3.960 -0.691
C -1.668 -0.055 0.633
C 2.275 -6.653 -0.511
C 1.706 -7.488 0.436
C 1.620 -5.664 1.986
C 2.592 3.204 -0.649
C 2.120 3.917 1.489
C 5.534 5.180 0.549
C -4.109 -3.534 -0.234
C 0.113 -1.489 0.448
C 2.166 -4.809 1.037
C 2.508 -5.312 -0.213
C -5.149 3.604 0.800
C -1.343 3.527 0.420
C 1.279 0.557 -3.612
C -3.739 -3.479 2.245
C -5.979 2.983 -0.332
C -5.281 5.125 0.718
C -2.632 4.024 0.510
C 2.156 2.319 -1.743
C 2.929 1.378 -5.312
C 2.257 1.471 -3.974
C -3.700 3.149 0.670
C -3.052 -3.591 0.878
C -5.701 3.140 2.154
C 4.118 4.685 0.434
C 3.606 -3.262 -1.119
C -2.335 -4.939 0.803
C -3.390 1.795 0.718
C -2.078 1.365 0.615
C -2.551 -1.112 0.749
C 1.383 -7.000 1.696
C -2.084 -2.424 0.716
C 2.675 2.384 -3.025
C 0.795 0.564 -2.320
C 3.247 4.721 1.505
C -0.720 -2.594 0.544
H 3.428 3.115 -3.277
H 3.759 0.671 -5.202
H -5.668 2.055 2.251
H 4.557 -1.901 -0.045
H -1.835 -5.080 -0.158
H -4.817 -4.357 -0.119
H 5.788 5.854 -0.274
H -0.494 4.189 0.314
H 0.910 -0.178 -4.317
H -0.268 -3.573 0.512
H -4.426 -4.316 2.389
H -3.607 -0.915 0.873
H -4.920 5.509 -0.238
H 4.279 -3.358 0.807
H 0.046 -0.149 -2.003
H -7.021 3.297 -0.248
H -3.063 -5.744 0.923
H -1.586 -5.042 1.589
H 1.496 3.780 2.362
H -6.741 3.457 2.263
H 1.366 -5.251 2.955
H -4.729 5.619 1.519
H -3.002 -3.493 3.049
H -5.602 3.298 -1.307
H -3.640 -3.619 -1.217
H -4.311 -2.554 2.333
H 2.281 -3.756 1.301
H 4.417 3.888 -1.534
H -2.775 5.094 0.463
H 0.947 -7.654 2.440
H 1.527 -8.527 0.191
H 2.553 -7.039 -1.486
H 6.001 3.313 0.908
H 2.669 -4.675 -2.162
H -6.331 5.404 0.814
H 5.650 5.736 1.488
H -5.122 3.567 2.975
H 2.230 0.971 -6.051
H -4.176 1.065 0.844
H -4.671 -2.599 -0.208
H -5.953 1.893 -0.298
H 1.186 -1.607 0.365
H 3.502 5.257 2.409
H 4.185 2.526 -6.267
*
```

Computed properties:
* E_tot: -5410.443003 Ha
* relative energy (zero: lowest compared OMol25 entry of this formula, charge and spin): 0.6452 eV
* LUMO level: 1.841 eV

Entry 3:
The following is a DFT calculation (ωB97M-V with the def2-TZVPD basis set) of C37H45Cl2HfN4O14 as an isolated structure.

The geometry in ORCA input format:
```
! RIJCOSX wB97M-V def2-TZVPD def2/J DEFGRID3
* xyz 1 1
Hf -17.554 10.521 5.657
Cl -16.407 11.219 3.784
Cl -16.274 11.516 7.410
O -19.425 11.390 11.621
O -18.329 6.440 7.227
O -17.814 7.696 8.878
O -21.175 9.237 6.436
O -19.535 9.873 5.025
O -16.614 10.304 11.570
O -18.459 12.527 5.712
O -19.863 9.638 12.777
O -13.741 12.860 11.323
O -15.365 8.817 10.590
O -18.663 5.316 10.701
O -16.296 8.485 6.134
O -19.031 9.743 7.144
O -17.436 8.446 4.371
N -15.587 9.700 11.442
N -18.627 7.080 8.258
N -16.627 7.865 5.110
N -19.393 10.741 12.602
C -19.956 9.592 6.199
C -13.131 13.441 10.129
C -17.369 5.453 11.244
C -14.412 5.021 4.968
C -20.294 8.070 9.710
C -14.853 10.663 13.455
C -12.518 10.676 14.028
C -18.546 10.898 14.965
C -13.789 11.027 14.338
C -21.588 8.109 10.220
C -22.586 7.210 9.763
C -16.738 5.881 3.693
C -17.552 13.376 14.453
C -17.964 14.526 6.706
C -13.247 9.496 12.085
C -19.702 12.980 6.310
C -15.992 4.830 3.166
C -17.601 13.677 5.501
C -19.461 14.416 6.802
C -17.198 12.764 15.678
C -14.517 9.956 12.366
C -18.310 12.820 13.437
C -19.598 5.123 11.750
C -14.976 6.164 5.361
C -18.706 11.503 13.729
C -14.753 14.887 11.158
C -20.994 6.265 8.221
C -13.808 14.872 9.958
C -20.004 7.135 8.669
C -17.773 11.521 15.964
C -16.106 6.626 4.682
C -17.516 5.953 12.619
C -14.997 13.417 11.383
C -14.789 4.425 3.787
C -22.257 6.377 8.706
C -12.248 9.900 12.970
C -19.064 6.033 12.835
H -17.644 11.019 16.932
H -13.389 12.716 9.290
H -16.617 13.312 5.623
H -17.665 15.571 6.491
H -13.059 8.859 11.206
H -21.412 9.219 7.380
H -17.656 6.130 3.201
H -15.864 11.004 13.651
H -23.565 7.201 10.206
H -19.633 4.047 11.999
H -20.632 5.404 11.461
H -19.261 5.603 13.856
H -15.550 15.538 10.898
H -15.730 13.039 10.650
H -17.222 14.411 14.211
H -17.373 14.201 7.567
H -11.696 11.062 14.636
H -16.465 13.332 16.286
H -13.519 4.607 5.436
H -18.886 9.943 15.112
H -17.072 5.197 13.348
H -14.320 14.940 8.996
H -16.370 4.263 2.328
H -21.759 8.757 11.110
H -19.719 14.432 7.827
H -14.312 15.368 12.024
H -22.938 5.622 8.414
H -13.972 11.736 15.081
H -19.379 7.025 12.794
H -15.495 13.143 12.371
H -20.498 12.887 5.590
H -17.837 14.089 4.550
H -20.018 12.362 7.144
H -14.611 6.795 6.151
H -11.248 9.797 12.655
H -16.838 6.073 10.537
H -16.905 4.487 11.199
H -18.573 13.272 12.487
H -20.719 5.614 7.371
H -17.153 6.916 12.799
H -13.010 15.594 9.964
H -12.050 13.547 10.417
H -19.508 8.724 10.060
H -14.163 3.581 3.416
H -20.074 15.096 6.207
*
```

Computed properties:
* E_tot: -3677.265981 Ha
* LUMO level: -4.555 eV

Entry 4:
The following is a DFT calculation (ωB97M-V with the def2-TZVPD basis set) of C37H45Cl5GaN4O4S as an isolated structure.

The geometry in ORCA input format:
```
! RIJCOSX wB97M-V def2-TZVPD def2/J DEFGRID3
* xyz -1 1
Ga -0.105 -0.118 0.178
Cl -3.838 -5.599 2.156
Cl -1.497 -4.433 0.460
Cl -5.467 -3.734 4.067
Cl -4.775 -0.691 4.176
Cl -2.455 0.450 2.467
S 0.652 -1.434 -2.738
O -0.929 -1.672 0.965
O -0.216 -1.089 -1.569
O 1.362 -2.679 -2.515
O 1.469 -0.312 -3.151
N 0.553 1.270 1.412
N -1.249 1.257 -0.516
N 1.893 -0.948 0.244
N 3.626 -2.145 -0.308
C 0.218 0.093 4.838
C -3.521 -0.503 -1.000
C 2.822 -0.132 -0.380
C -2.779 -1.236 2.448
C 4.090 1.739 3.685
C 2.512 3.398 0.675
C -2.355 -3.422 1.563
C 0.773 2.874 -3.638
C -1.904 1.326 -1.757
C -3.418 -3.930 2.296
C -0.539 -1.706 -4.016
C 1.737 1.419 2.158
C -1.500 2.262 -2.730
C -0.268 3.136 -2.544
C -3.263 1.503 -4.208
C -2.981 0.460 -2.042
C 2.175 4.831 1.100
C 1.043 -0.503 3.694
C -3.839 -1.749 3.185
C -4.888 -0.034 -0.497
C -2.208 2.353 -3.924
C 1.691 -1.813 4.145
C -3.630 0.554 -3.266
C 3.216 0.695 3.941
C -0.258 2.402 1.262
C -3.581 -1.951 -1.483
C 3.792 2.616 2.660
C 3.786 3.426 -0.183
C -4.161 -3.101 3.130
C -1.162 2.401 0.273
C 1.759 -3.409 0.743
C 2.391 -2.169 0.231
C 2.040 0.535 3.220
C 2.658 2.459 1.868
C -0.631 4.623 -2.491
C -1.964 -2.066 1.643
C 3.901 -0.861 -0.733
H -4.231 -2.064 -2.355
H -4.467 -0.106 -3.471
H -1.900 3.080 -4.669
H -2.840 -0.474 -0.158
H 4.150 -2.967 -0.553
H -1.032 4.961 -3.451
H 1.213 4.887 1.606
H 4.571 4.010 0.303
H -4.825 0.982 -0.100
H 0.826 -3.161 1.234
H 0.185 2.876 -1.589
H -0.276 1.011 4.522
H -0.548 -0.608 5.182
H 4.179 2.424 -0.354
H 0.934 -2.598 4.223
H 2.159 -1.713 5.128
H 1.537 -4.083 -0.086
H -1.132 -0.798 -4.125
H 2.138 5.489 0.227
H 1.691 3.035 0.058
H -5.252 -0.690 0.299
H 2.938 5.216 1.782
H 2.625 0.914 -0.543
H 2.456 -2.142 3.441
H 0.021 -1.920 -4.925
H -1.163 -2.552 -3.740
H 4.988 1.865 4.278
H 3.433 0.008 4.752
H -5.622 -0.037 -1.307
H -3.797 1.584 -5.147
H 3.581 3.890 -1.151
H -2.584 -2.305 -1.740
H 1.153 1.853 -3.579
H 0.875 0.330 5.681
H 0.344 3.022 -4.632
H 4.810 -0.596 -1.241
H -1.847 3.222 0.100
H 0.370 -0.726 2.871
H 0.255 5.223 -2.269
H 4.478 3.428 2.445
H 1.613 3.568 -3.532
H -3.972 -2.595 -0.689
H -0.154 3.224 1.955
H -1.382 4.822 -1.725
H 2.421 -3.916 1.447
*
```

Computed properties:
* E_tot: -6581.093156 Ha
* LUMO level: 2.351 eV

Entry 5:
The following is a DFT calculation (ωB97M-V with the def2-TZVPD basis set) of C37H45ClLaN5O3S3 as an isolated structure.

The geometry in ORCA input format:
```
! RIJCOSX wB97M-V def2-TZVPD def2/J DEFGRID3
* xyz 2 1
La -0.557 0.013 -0.351
Cl 6.567 -3.025 4.901
S 0.914 3.183 -0.899
S -1.958 2.522 -2.399
S -1.835 2.648 0.960
O -0.606 0.297 2.103
O 2.704 1.051 3.214
O 1.284 0.455 1.002
N -3.212 -0.325 -0.620
N 1.156 0.245 -2.404
N -1.723 -2.028 0.933
N 0.608 -2.371 -0.517
N -1.321 -1.506 -2.481
C -0.269 -0.184 -4.421
C -3.305 3.211 -1.393
C 5.800 -0.529 4.208
C -2.921 3.751 -0.021
C -2.080 -2.585 1.871
C 1.145 -2.887 0.591
C 0.634 0.507 2.086
C 1.337 0.841 3.388
C 0.673 -5.115 -0.096
C 0.477 3.935 -2.492
C 4.126 -2.246 4.055
C -0.487 3.787 1.415
C -0.356 -2.593 -2.725
C -1.253 -3.205 4.080
C -1.011 4.032 -2.805
C 4.887 0.436 3.815
C 3.332 1.235 -2.681
C 1.863 1.046 -4.540
C -3.633 -1.168 -1.571
C -2.622 -2.115 -2.164
C 0.260 4.430 0.261
C 0.140 -4.590 -1.264
C 3.201 -1.290 3.658
C -4.142 0.312 0.103
C -2.438 -3.268 3.096
C 3.567 0.044 3.570
C 0.931 0.415 -3.716
C -5.499 0.199 -0.135
C -4.970 -1.281 -1.925
C 2.358 0.622 -1.924
C 5.418 -1.858 4.350
C 3.069 1.479 -4.022
C 0.127 -3.216 -1.439
C -5.922 -0.580 -1.202
C -1.513 -0.664 -3.680
C 5.289 1.876 3.664
C 1.195 -4.245 0.849
H -3.052 -2.582 -3.058
H -2.113 0.193 -3.381
H -3.777 0.933 0.913
H -3.318 -2.781 3.518
H 0.128 -1.007 -5.023
H -5.258 -1.930 -2.741
H 2.543 0.425 -0.875
H 4.991 2.255 2.685
H -0.877 -2.185 4.149
H -0.905 4.542 2.079
H -3.832 3.892 0.560
H 0.929 4.926 -2.527
H -3.784 3.997 -1.978
H -0.628 0.551 -5.144
H 3.843 -3.287 4.136
H -2.463 -2.898 -1.418
H -0.446 -3.857 3.749
H 1.647 -4.614 1.759
H -6.971 -0.659 -1.453
H -0.364 5.126 -0.297
H 1.105 4.990 0.659
H 2.194 -1.610 3.416
H -0.785 -3.359 -3.380
H 0.897 1.764 3.780
H 4.793 2.494 4.415
H -2.423 4.716 -0.096
H -2.706 -4.300 2.865
H 4.274 1.519 -2.234
H -1.576 -3.524 5.068
H -0.248 -5.241 -2.036
H 1.114 0.052 4.110
H 0.982 3.301 -3.222
H 0.693 -6.185 0.068
H 0.525 -2.178 -3.211
H 6.822 -0.244 4.419
H -2.101 -1.218 -4.424
H 6.364 1.986 3.776
H 1.642 1.168 -5.593
H -4.010 2.388 -1.304
H -1.137 4.213 -3.871
H 3.793 1.978 -4.652
H 1.571 -2.178 1.294
H 0.194 3.164 1.996
H -6.209 0.717 0.494
H -1.487 4.852 -2.269
*
```

Computed properties:
* E_tot: -3622.518147 Ha
* relative energy (zero: lowest compared OMol25 entry of this formula, charge and spin): 0.1576 eV
* LUMO level: -4.719 eV